[1]
ORCA calculation (ωB97M-V/def2-TZVPD) on a gas-phase ion, C6H15N (charge +1).

Results
Gap between HOMO and LUMO (spin up / spin down), eV: 12.62 / 9.41
E_tot, eV: -7947.195
Energy relative to the best compared isomer or geometry (same formula, charge and spin), kJ/mol: 21.4
M, g/mol: 101.19
Expectation value of S²: 0.754
Charge: +1
F_max, eV/A: 2.27
Multiplicity: 2

```
22
Properties=species:S:1:pos:R:3:forces:R:3:mulliken_charge:R:1
H -2.4214 0.4868 0.6623 0.0 0.1 0.2 0.362
H 0.9610 -1.7174 0.2642 0.1 -0.3 0.0 0.344
H 1.9360 -1.5305 -1.1574 -0.1 -0.3 -0.5 0.335
H 0.9947 1.9704 0.5260 -0.4 0.3 -0.3 0.337
H 0.2306 -2.2650 -1.2403 0.3 -0.2 -0.3 0.363
H -1.1839 0.8459 -2.2287 0.2 0.1 0.0 0.398
C -0.4812 0.0070 -2.2975 -0.2 1.4 0.5 -1.362
H -1.4253 -0.7049 1.4998 0.3 -0.2 0.6 0.390
H 0.2069 0.2940 -3.0880 -0.1 -0.5 -0.3 0.371
H -1.1153 -0.8464 -2.4987 0.4 -0.4 -0.2 0.392
H 1.6929 -0.0368 1.7431 0.2 0.1 0.2 0.292
N -0.4267 0.4954 0.0873 0.9 -1.9 0.9 0.229
H 1.2288 0.5371 -1.0265 -0.1 0.3 -0.4 0.377
H -0.5995 1.9329 1.4553 0.2 0.7 0.1 0.348
C 0.9274 0.6178 2.1528 -0.7 -0.7 0.0 -1.037
H -1.8958 -0.9359 -0.1968 0.1 -0.1 0.1 0.339
H 0.1779 0.0113 2.6641 0.2 -0.1 0.1 0.322
C 0.3438 -0.0930 -0.9900 0.4 0.2 -1.1 0.203
H 1.3075 1.3029 2.9035 0.3 0.2 -0.2 0.383
C 0.9104 -1.5386 -0.8128 -0.9 0.9 1.7 -1.134
C 0.2241 1.3832 1.0177 -0.2 0.1 0.3 -0.332
C -1.5927 -0.2162 0.5607 -0.8 0.5 -1.4 -0.920
```
Positions in Å, forces in eV/Å.

[2]
ORCA calculation (ωB97M-V/def2-TZVPD) on 3 unconnected molecules or ions with the total composition C6H15N2.

Results
Gap between HOMO and LUMO (spin up / spin down), eV: 9.70 / 9.93
E_tot, eV: -9442.371
Energy relative to the best compared isomer or geometry (same formula, charge and spin), kJ/mol: 140.7
M, g/mol: 115.20
Expectation value of S²: 0.754
F_max, eV/A: 2.67
Multiplicity: 2

```
23
Properties=species:S:1:pos:R:3:forces:R:3:mulliken_charge:R:1
H -3.7811 1.0619 -0.9826 0.1 -0.1 0.1 0.277
C 7.1901 -2.3627 0.5369 -0.2 0.2 0.3 -0.418
H 8.0425 -1.7039 0.6491 0.1 -0.1 -0.1 0.218
H -1.2507 0.5396 1.7830 0.1 -0.3 0.0 0.379
H -3.3924 -3.0028 -1.0322 0.1 -0.1 0.0 0.213
H -3.2376 2.2295 1.4180 -0.1 0.0 0.3 0.283
C -2.2592 2.3993 0.9780 0.5 -0.2 -0.4 -0.444
H 7.0758 -2.9275 -0.3753 0.1 0.0 -0.1 0.222
N -3.1766 -2.2368 -1.6539 -0.2 0.2 -0.1 -0.657
C 6.2816 -2.4443 1.4953 0.0 -0.2 0.1 -0.459
N -1.9475 0.3377 -0.2908 -1.3 -0.3 0.9 -0.422
H -3.1946 3.4260 -0.7443 -0.3 -0.1 0.1 0.346
H -2.4903 1.2080 -2.1371 0.1 -0.1 0.0 0.356
H -0.5920 1.2550 0.1967 0.8 0.8 1.8 0.261
H 6.3731 -1.9039 2.4243 0.1 0.2 0.1 0.219
H -2.6301 -2.5929 -2.4254 0.0 -0.1 0.0 0.211
H 5.4220 -3.0971 1.4230 0.0 0.0 -0.1 0.218
C -2.7103 1.2959 -1.0727 0.1 0.3 -0.2 -0.528
C -1.4692 1.1003 0.8890 0.2 -0.1 -2.7 -0.498
H -2.6102 -1.5601 -1.1514 0.0 0.0 0.1 0.332
C -2.4256 2.6940 -0.5101 -0.2 0.4 -0.1 -0.712
H -1.7030 3.1621 1.5192 -0.2 0.1 0.1 0.313
H -1.5146 3.1225 -0.9369 0.2 -0.2 0.1 0.290
```
Positions in Å, forces in eV/Å.

[3]
ORCA calculation (ωB97M-V/def2-TZVPD) on 2 unconnected molecules or ions with the total composition C6H15N2.

Results
Gap between HOMO and LUMO, eV: 7.22
E_tot, eV: -9435.391
Energy relative to the best compared isomer or geometry (same formula, charge and spin), kJ/mol: 442.0
M, g/mol: 115.20
Charge: +1
F_max, eV/A: 3.45

```
23
Properties=species:S:1:pos:R:3:forces:R:3:mulliken_charge:R:1
C 1.1313 1.8193 -1.0551 -2.1 -1.7 -1.4 -1.122
H 0.0770 -0.1339 2.3702 1.6 0.8 -0.1 0.293
H -2.1168 -0.2140 0.6949 0.5 0.7 -0.1 0.185
H -1.3935 0.8503 -0.4266 -1.9 -0.1 1.1 0.185
H 1.6933 1.7103 -0.2264 1.7 0.4 3.0 0.331
N -2.0614 0.7636 0.3772 0.9 -0.9 0.1 -0.561
N -1.5508 -1.8667 -1.2339 1.1 -1.1 0.7 -0.346
C 1.4891 -0.5848 0.7681 -1.7 -0.3 0.3 -1.227
C 0.4260 -0.6685 -0.3257 0.6 0.8 0.8 0.878
H -3.0154 0.9813 0.1938 -0.6 0.8 -0.6 0.273
C 0.3990 0.4881 -1.2042 -0.2 -1.9 -0.9 -0.169
H 1.7778 -1.5956 1.0530 -0.4 -0.1 0.6 0.445
H -2.4009 -1.3891 -0.9592 0.2 0.7 -0.3 0.227
H 1.7923 2.1819 -1.8202 0.1 -0.6 -1.1 0.386
H 0.7539 1.3915 1.6167 0.0 -1.6 -0.2 0.309
C -0.4589 -1.8021 -0.2854 -0.7 0.1 -3.0 -0.442
H 0.3957 2.6188 -0.9914 -0.3 0.0 0.4 0.342
H 1.9401 0.5326 2.6181 -2.2 -1.0 -1.0 0.323
H -0.1632 0.3105 -2.1339 -0.1 0.3 0.4 0.504
C 1.0166 0.3198 1.8982 0.5 1.0 2.1 -0.878
H -0.3162 -2.7406 0.3595 0.4 1.6 -1.0 0.344
H -1.8117 -2.7687 -1.7273 0.7 1.1 1.6 0.298
H 2.3969 -0.2040 0.4397 1.6 0.8 -1.3 0.424
```
Positions in Å, forces in eV/Å.

[4]
ORCA calculation (ωB97M-V/def2-TZVPD) on 2 unconnected molecules or ions with the total composition C6H15N2.

Results
Gap between HOMO and LUMO (spin up / spin down), eV: 7.52 / 3.99
E_tot, eV: -9421.553
Energy relative to the best compared isomer or geometry (same formula, charge and spin), kJ/mol: 632.3
M, g/mol: 115.20
Expectation value of S²: 0.951
Charge: +2
F_max, eV/A: 6.07
Multiplicity: 2

```
23
Properties=species:S:1:pos:R:3:forces:R:3:mulliken_charge:R:1
H 1.8034 1.2640 0.1206 0.0 -0.2 -1.4 0.250
H 2.0132 2.1398 -1.3902 -0.3 0.0 -0.3 0.392
H -0.8798 -1.4896 0.0651 0.6 -0.3 0.5 0.460
H -2.0730 2.0451 1.0036 0.4 0.6 0.3 0.444
H -0.2856 1.9897 -1.8049 -1.1 0.6 1.1 0.301
H -1.9984 -1.5487 -2.1725 1.1 0.2 0.9 0.346
H -2.7262 -0.2013 2.4446 -0.4 -0.4 -0.3 0.309
H 2.8836 -2.4092 0.5485 -0.1 0.6 1.4 0.392
H -0.9611 -0.0713 -2.5108 -0.4 -1.3 -0.2 0.279
H 1.5339 -2.3004 1.7052 0.6 0.5 0.1 0.354
C -0.0473 1.7935 -0.7313 -0.8 -0.6 -1.0 -0.484
H 3.0891 -2.8495 2.2516 0.5 0.3 0.5 0.372
H 1.5637 0.4111 -1.4750 -0.3 0.3 0.0 0.274
C -1.6474 1.0586 1.1032 0.8 -3.7 0.2 -0.234
H -0.1326 -1.6529 -2.4392 -1.4 0.3 0.4 0.315
C -0.9994 -1.0653 -1.9708 2.7 2.0 -3.0 -0.870
C -0.9070 0.6071 -0.0345 2.7 2.3 -1.5 0.495
H 0.0378 2.6808 -0.0552 -0.8 -0.5 -0.9 0.402
H -1.7574 0.9647 3.0544 -0.5 -0.4 -0.1 0.313
C 1.3896 1.3623 -0.9492 1.5 -0.8 3.0 -1.058
N -1.8515 0.2757 2.2960 1.1 2.1 -1.3 -0.512
C -0.6098 -0.6846 -0.6196 -5.0 0.0 3.5 -0.413
N 2.5623 -2.3196 1.5604 -0.8 -1.5 -1.9 -0.125
```
Positions in Å, forces in eV/Å.

[5]
ORCA calculation (ωB97M-V/def2-TZVPD) on 2 unconnected molecules or ions with the total composition C6H15N2O4S2.

Results
Gap between HOMO and LUMO (spin up / spin down), eV: 6.85 / 6.36
E_tot, eV: -39302.406
Energy relative to the best compared isomer or geometry (same formula, charge and spin), kJ/mol: 0.0
M, g/mol: 243.33
Charge: -1
F_max, eV/A: 4.86

```
29
Properties=species:S:1:pos:R:3:forces:R:3:mulliken_charge:R:1
H -2.9985 -1.9128 -0.7501 -0.3 -1.2 0.0 0.446
S -1.2533 1.5270 0.6079 -0.4 -0.6 1.5 0.510
S -0.1121 0.6458 -2.0160 2.0 3.3 0.0 1.099
H -3.1471 -2.0685 1.8942 1.0 1.3 0.2 0.274
H 0.6335 1.5784 -0.0104 0.8 1.3 0.5 0.176
H 3.4076 1.5087 0.2256 0.6 1.3 -0.3 0.324
H -1.9834 -1.2148 2.9596 1.3 -0.1 1.4 0.368
H 3.2924 0.6182 -1.8507 0.2 0.5 0.3 0.393
C 3.0924 0.6716 0.7801 1.6 -3.0 -1.2 -1.275
H 3.0014 -1.2709 -0.1904 -1.1 0.7 0.1 0.473
H 3.9796 0.0760 1.1692 -0.8 1.2 -0.1 0.317
C -1.6084 -1.0789 0.7531 1.2 -2.7 -3.1 0.039
H -3.6138 -0.4205 -0.0571 1.4 -0.4 -0.7 0.233
C -2.3958 -1.2011 2.0050 -4.2 1.7 -1.7 -1.128
N 1.3756 1.1257 -1.7760 -3.8 1.5 -0.3 -0.361
H 2.3733 -0.5874 -2.4125 -0.8 -0.8 0.3 0.421
O -1.0388 1.7288 -2.2469 0.4 -0.3 0.6 -0.516
C -2.6689 -0.9561 -0.4256 -0.7 1.0 1.5 -1.185
N -0.5696 -0.0702 0.7520 -1.1 1.8 -1.0 -0.274
H -2.9976 -0.1555 1.8782 0.8 -2.5 1.2 0.179
O -1.9215 1.9751 1.8510 0.5 -0.3 -0.3 -0.599
H -2.2605 -0.5125 -1.3165 0.0 0.5 -0.1 0.345
O -0.2982 -0.4710 -2.8466 -0.4 -3.0 -0.9 -0.544
H -1.0834 -2.1189 0.4464 -0.7 2.0 1.0 0.200
O 0.2306 2.2277 0.6295 -0.4 -0.9 -0.5 -0.549
C 2.3329 0.1456 -1.6013 2.5 -0.4 -1.7 -0.980
H 2.4458 0.9334 1.5520 -1.0 0.6 1.4 0.333
C 2.3918 -0.3138 -0.2142 1.3 -1.6 2.2 0.537
H 1.3942 -0.4093 0.2104 0.0 -0.9 -0.3 -0.254
```
Positions in Å, forces in eV/Å.

[6]
ORCA calculation (ωB97M-V/def2-TZVPD) on a single C6H15N2P molecule.

Results
SMILES string: C/N=C(\C)CCN(C)P
Gap between HOMO and LUMO, eV: 9.55
E_tot, eV: -18731.868
Energy relative to the best compared isomer or geometry (same formula, charge and spin), kJ/mol: 85.0
M, g/mol: 146.17
F_max, eV/A: 3.80

```
24
Properties=species:S:1:pos:R:3:forces:R:3:mulliken_charge:R:1
H -1.7563 1.9385 -0.7565 -0.1 -0.5 0.6 0.361
H 3.0637 0.8019 1.9136 0.0 0.3 -0.1 0.305
C -2.2825 0.9908 -0.5160 2.1 0.6 -1.1 -1.652
H -2.8546 1.0603 0.3698 -0.4 0.3 0.9 0.484
H 0.0097 0.9824 -1.5348 0.8 -1.0 0.0 0.084
H -2.9442 0.9102 -1.3357 -1.1 -0.3 -1.0 0.470
P 3.0630 -1.1792 -0.4866 -0.7 -1.2 -1.2 -0.128
C 0.8537 0.1778 0.2334 1.5 -0.6 0.7 -0.960
H 2.6093 2.1829 0.7733 0.8 -0.7 0.3 0.318
H 2.4998 -1.3973 -1.8777 0.6 0.2 1.4 0.034
C -1.3529 -0.2209 -0.5464 0.6 0.4 -0.2 0.927
H -3.6214 -0.8663 -0.0392 -1.1 -0.5 -0.1 0.361
H 0.4535 1.0214 0.7662 0.3 0.8 0.3 0.468
H 2.1176 -2.1692 0.0836 0.7 0.6 -0.4 0.047
H -2.8967 -0.5684 1.4424 0.0 0.3 0.7 0.312
C 0.0932 -0.0195 -1.0293 -2.5 2.8 0.6 -0.418
C 3.1003 1.1828 0.8835 -1.6 -1.3 -1.5 -0.898
H -3.3779 -2.1668 1.1858 0.6 -0.9 -0.6 0.308
C -2.9499 -1.3213 0.6698 0.1 1.5 -0.2 -1.004
N 2.2892 0.2394 -0.0456 0.9 2.3 1.2 0.002
H 0.7837 -0.6695 0.9145 -0.9 -0.3 0.0 0.337
H 0.6245 -0.7229 -1.5915 -0.2 -1.3 -1.2 0.488
H 4.1264 1.1172 0.5160 -0.1 0.5 0.2 0.351
N -1.6514 -1.3041 0.0073 -0.3 -1.8 0.7 -0.597
```
Positions in Å, forces in eV/Å.